(1)
Computed, not measured: a structure of composition C12H17F3N4O3PtSTe, with ωB97M-V with the def2-TZVPD basis set.

Positions of all 42 atoms, in Å:
1 C 0.886 -3.541 5.083
2 C 0.704 1.443 -2.213
3 H 2.390 -1.887 -1.510
4 O 1.384 1.966 -3.117
5 H -2.350 1.920 -3.747
6 H -1.997 -0.086 -4.842
7 C 1.521 -3.415 3.829
8 H -0.920 2.823 -1.991
9 H 0.905 -3.174 -2.708
10 C -1.185 0.155 -4.152
11 H 2.167 -0.197 -1.692
12 F -0.511 -2.410 -1.058
13 H -2.442 1.500 -1.001
14 H 0.383 0.774 -5.506
15 C -1.309 1.591 -3.688
16 H 2.232 -4.127 3.434
17 H -1.914 0.116 -1.674
18 C 0.133 -0.087 -4.889
19 H -1.282 -0.549 -3.318
20 H 1.629 0.636 -3.638
21 C -0.819 1.767 -2.249
22 H -0.737 2.245 -4.347
23 C -1.228 -1.836 0.013
24 O 1.113 0.639 -1.332
25 Pt -0.460 -0.028 0.735
26 H 0.039 -0.943 -5.560
27 N 1.267 -0.259 -3.984
28 S -0.027 -1.391 4.045
29 N 2.283 -1.113 -2.144
30 F -1.297 -2.863 0.903
31 H 1.057 -4.354 5.773
32 C -0.192 1.563 1.748
33 C 0.033 -2.501 5.336
34 N 0.945 -2.495 -3.449
35 Te 1.810 -1.610 1.322
36 H 0.310 -2.615 -4.216
37 C 1.468 -1.289 -3.189
38 F -2.495 -1.762 -0.512
39 C 1.129 -2.291 3.140
40 H -0.569 -2.342 6.216
41 O -0.040 2.474 2.412
42 N -1.609 0.996 -1.278

The multiplicity is 3. The value obtained for the HOMO-LUMO gap (alpha / beta) is 7.022 / 5.937 eV. The maximum force comes out at 0.058 hartree/bohr. As for the total charge: 0. As for the energy relative to the best compared isomer or geometry (same formula, charge and spin): 24.5 kcal/mol. For the HOMO energy (alpha / beta), the calculation gives -6.60 / -8.13 eV. For the LUMO energy (alpha / beta), the calculation gives 0.0156 / -0.0806 hartree.

***

(2)
Computed, not measured: a structure of composition C10H9BKN2, with ωB97M-V with the def2-TZVPD basis set.

Positions of all 23 atoms, in Å:
1 C 3.903 -0.389 -0.588
2 C -3.672 0.844 -0.093
3 H 2.889 2.747 -1.524
4 C -3.016 -1.138 -1.267
5 C -2.355 0.770 0.684
6 H 2.754 -1.977 0.750
7 H -0.966 -2.249 -0.898
8 C 1.518 -0.003 0.473
9 C 2.859 1.716 -1.015
10 B 0.191 -0.384 1.299
11 H -3.285 -1.903 -2.085
12 C 1.587 1.406 -0.203
13 C -1.657 -1.386 -0.598
14 H -2.147 1.608 1.442
15 H 0.232 -0.644 2.464
16 N 3.980 0.873 -1.240
17 H 4.797 -1.095 -0.744
18 H 0.697 2.093 -0.063
19 H -4.389 1.709 0.123
20 C 2.753 -0.941 0.274
21 N -3.993 -0.138 -1.058
22 C -1.230 -0.341 0.501
23 K -1.450 -1.178 3.366

The value obtained for the HOMO-LUMO gap is 7.350 eV. The maximum force comes out at 0.100 hartree/bohr. As for the total charge: +1. For the HOMO energy, the calculation gives -11.99 eV. For the LUMO energy, the calculation gives -0.1705 hartree.

***

(3)
Computed, not measured: a cluster of 5 separate species, C28H45Cl2N6O3P in total, with ωB97M-V with the def2-TZVPD basis set.

Positions of all 85 atoms, in Å:
1 H 2.410 1.859 -6.810
2 H 0.973 -0.702 -5.098
3 C -2.387 -1.208 2.871
4 H -0.014 5.585 -5.915
5 C -0.669 -2.808 5.195
6 H 0.701 4.826 -4.504
7 H 3.639 0.150 2.644
8 C 0.386 -0.650 -3.042
9 H 1.360 -0.248 -2.757
10 H -2.684 3.862 -6.055
11 H -1.131 -2.048 -4.937
12 C -1.451 4.773 -4.512
13 P -0.779 -1.221 7.497
14 H 4.269 0.450 -7.718
15 H -1.221 0.596 2.856
16 C 2.846 -0.252 2.013
17 O -6.338 -1.245 4.337
18 C -0.087 1.063 4.995
19 H -3.573 4.849 -4.899
20 H -3.552 0.416 3.822
21 C -0.971 -0.176 4.863
22 C -5.415 -0.125 6.252
23 N 2.323 -0.938 5.413
24 H -2.595 5.628 -6.147
25 H -1.769 -2.877 5.117
26 C -0.100 -4.890 3.725
27 H -5.366 -0.732 7.174
28 C -0.244 -1.373 5.654
29 H -4.543 0.558 6.232
30 H 2.170 0.568 1.757
31 H 1.180 -3.182 4.022
32 H -1.535 3.924 -3.830
33 C 1.237 -1.121 5.615
34 O -4.128 -1.417 4.553
35 C -2.642 4.778 -5.463
36 H 2.292 -0.983 2.605
37 N 0.997 -3.380 0.831
38 H -1.115 0.517 8.735
39 H 4.123 -1.686 1.046
40 C 3.362 1.789 -6.279
41 C -0.636 -0.075 -2.166
42 Cl -2.793 -1.885 7.608
43 C -5.393 -0.972 4.975
44 H 1.696 -0.615 -0.496
45 N 0.236 2.512 -6.571
46 H 4.033 -0.132 0.233
47 C 0.087 3.489 -5.984
48 C 2.374 -1.419 -0.203
49 C 1.609 -2.523 0.372
50 H -1.258 -0.739 -6.116
51 C -0.103 4.732 -5.238
52 H -0.878 -5.335 4.367
53 H 5.952 0.681 -5.876
54 H -1.487 5.677 -3.900
55 H 0.435 -1.732 -2.896
56 C 4.466 1.431 -7.278
57 H -2.459 -1.096 1.767
58 C -1.148 -0.962 -5.054
59 H 0.091 0.748 -4.666
60 H 3.556 2.773 -5.846
61 H -0.250 -2.870 3.014
62 N -1.439 0.376 -1.478
63 C 3.233 0.797 -5.214
64 H -0.169 -0.825 2.954
65 H -1.939 0.000 5.375
66 N 3.134 0.019 -4.374
67 H -2.032 -0.575 -4.541
68 H 0.875 -5.407 3.808
69 H 2.864 -1.769 -1.116
70 C -1.128 -0.412 3.314
71 Cl -0.219 -3.942 6.583
72 C 0.085 -3.336 3.959
73 H 6.611 1.216 -7.420
74 H -4.503 -0.543 2.645
75 N 0.287 2.115 5.064
76 C 3.439 -0.884 0.758
77 H -6.373 0.426 6.299
78 O -0.863 0.412 7.803
79 C -3.721 -0.614 3.423
80 H -0.416 -5.053 2.673
81 H 4.443 2.157 -8.094
82 H 6.093 2.411 -6.227
83 H -2.337 -2.290 3.080
84 C 0.132 -0.332 -4.516
85 C 5.860 1.436 -6.660

The value obtained for the HOMO-LUMO gap is 9.257 eV. The maximum force comes out at 0.107 hartree/bohr. As for the total charge: 0. Its SMILES is CC[C@@H](Cl)[C@@](C#N)([C@@H](C#N)CCCOC(C)=O)P(O)Cl.CCCC#N.CCCC#N.CCCC#N.CCCC#N. For the HOMO energy, the calculation gives -8.91 eV. For the LUMO energy, the calculation gives 0.0129 hartree.

***

(4)
Computed, not measured: a structure of composition C7H10O, with ωB97M-V with the def2-TZVPD basis set.

Positions of all 18 atoms, in Å:
1 H -1.459 -0.880 1.407
2 H 0.511 2.359 -0.015
3 H -1.957 1.380 0.578
4 C 0.350 1.288 -0.329
5 C 1.194 0.076 0.111
6 H -1.259 2.035 -1.398
7 H 0.446 -2.105 -1.655
8 C 0.283 -1.138 0.091
9 H 0.510 1.077 2.124
10 H 0.940 -1.964 0.658
11 H -0.910 0.335 -2.156
12 O -0.180 -1.533 -1.036
13 C -0.569 -0.465 0.852
14 C 0.685 0.189 1.596
15 H 0.933 -0.607 2.563
16 C -1.016 0.777 0.104
17 H 2.295 0.008 -0.053
18 C -0.695 1.043 -1.387

The value obtained for the HOMO-LUMO gap is 9.719 eV. The maximum force comes out at 0.201 hartree/bohr. As for the total charge: 0. As for the energy relative to the best compared isomer or geometry (same formula, charge and spin): 131.7 kcal/mol. For the HOMO energy, the calculation gives -9.01 eV. For the LUMO energy, the calculation gives 0.0260 hartree.

***

(5)
Computed, not measured: a cluster of 2 separate species, C5H13BO in total, with ωB97M-V with the def2-TZVPD basis set.

Positions of all 20 atoms, in Å:
1 C 1.330 0.847 -0.177
2 H 1.664 2.261 -1.513
3 C -1.071 -2.083 1.128
4 H 1.374 3.051 0.089
5 H 1.048 0.634 0.864
6 O -0.008 0.678 -0.739
7 C -3.245 -0.265 0.178
8 H -3.016 0.568 0.755
9 H 2.793 2.400 -0.305
10 H 2.099 -0.176 -1.845
11 H 3.321 0.016 -0.673
12 H -3.377 0.188 -0.797
13 H 2.030 -1.153 -0.397
14 H -1.586 -2.263 2.072
15 C 1.783 2.201 -0.467
16 H -4.278 -0.647 0.327
17 H -1.088 -3.098 0.729
18 B -1.990 -1.076 0.395
19 H -0.049 -1.872 1.111
20 C 2.267 -0.211 -0.736

The value obtained for the HOMO-LUMO gap (alpha / beta) is 7.411 / 6.346 eV. The maximum force comes out at 0.077 hartree/bohr. As for the total charge: 0. As for the energy relative to the best compared isomer or geometry (same formula, charge and spin): 121.8 kcal/mol. For the HOMO energy (alpha / beta), the calculation gives -7.55 / -6.65 eV. For the LUMO energy (alpha / beta), the calculation gives -0.0051 / -0.0112 hartree.

***

(6)
Computed, not measured: a structure of composition C20H50CuN2O4Si2, with ωB97M-V with the def2-TZVPD basis set.

Positions of all 79 atoms, in Å:
1 H -1.896 0.185 -4.117
2 C 0.330 2.203 -4.877
3 H 3.017 0.452 -7.502
4 H 1.165 2.927 -4.903
5 C 0.111 2.335 3.247
6 H -0.269 2.470 -6.933
7 H -4.313 -0.655 -2.746
8 H 2.314 -0.404 -5.343
9 H 2.826 2.593 -2.519
10 H 3.181 1.089 1.161
11 C 4.320 -0.608 -2.109
12 C 0.589 -0.092 2.559
13 H -0.123 2.252 -3.879
14 H -1.440 -2.153 -6.095
15 C -4.483 -0.804 -1.670
16 H 4.408 2.422 -1.686
17 H -0.653 -3.456 -2.433
18 H -3.268 1.901 -2.284
19 H -3.041 0.725 1.794
20 H 1.253 -1.614 3.896
21 H -3.161 2.520 -0.612
22 H 0.447 1.942 4.211
23 C -1.695 -1.123 -5.846
24 H 5.311 -0.328 -1.706
25 H 4.323 -0.453 -3.199
26 H 0.750 3.173 2.954
27 H -0.904 2.736 3.363
28 H -4.712 0.919 1.191
29 C -1.723 -1.122 -0.463
30 H 2.961 -0.689 1.031
31 H -1.755 -1.697 0.497
32 H -1.018 -0.438 -6.369
33 H 0.991 0.770 -2.540
34 H 4.540 0.054 0.600
35 H -1.066 3.525 -5.770
36 Si 3.016 0.455 -1.215
37 Si -3.169 0.051 -0.587
38 C 0.269 -2.499 -4.119
39 O 1.146 -2.198 1.837
40 H -1.491 -3.710 -3.988
41 C 1.321 0.014 -1.819
42 H -1.541 1.812 -5.885
43 H 2.841 1.279 -5.186
44 C -1.763 -0.862 -4.361
45 H 0.261 -2.464 -5.215
46 H 1.918 0.010 4.232
47 C 3.450 0.189 0.581
48 H -2.688 -0.929 -6.268
49 H 2.947 2.870 -0.752
50 H -1.702 1.907 -1.395
51 C 1.019 -0.541 3.913
52 H 1.149 -2.704 1.002
53 H -4.484 -1.887 -1.473
54 O 0.802 0.860 -5.034
55 C 2.051 0.767 -7.123
56 H 1.896 1.801 -7.421
57 C -0.696 2.513 -5.930
58 H 1.282 -2.368 -3.743
59 C 0.187 1.239 2.257
60 H 0.222 -0.359 4.647
61 H 0.131 -0.508 -3.330
62 O -0.040 2.627 0.467
63 H -1.598 -1.865 -1.272
64 H 1.278 0.144 -7.583
65 C 3.322 2.268 -1.593
66 H 0.020 -4.570 -3.613
67 H 4.168 -1.680 -1.905
68 H -5.493 -0.432 -1.442
69 C -0.515 -3.629 -3.509
70 N 0.017 1.441 0.919
71 N 0.655 -0.888 1.494
72 H -2.504 -1.490 -3.847
73 H -4.099 -0.702 1.594
74 C -3.825 0.274 1.162
75 C -2.785 1.749 -1.306
76 H 1.351 -0.968 -2.294
77 Cu 0.039 -0.224 -0.284
78 C 2.077 0.619 -5.626
79 O -0.480 -1.236 -3.641

The multiplicity is 2. The value obtained for the HOMO-LUMO gap (alpha / beta) is 6.524 / 6.467 eV. The maximum force comes out at 0.047 hartree/bohr. As for the total charge: 0. As for the energy relative to the best compared isomer or geometry (same formula, charge and spin): 27.0 kcal/mol. For the HOMO energy (alpha / beta), the calculation gives -6.48 / -6.43 eV. For the LUMO energy (alpha / beta), the calculation gives 0.0016 / 0.0014 hartree.

***

(7)
Computed, not measured: an isolated molecule of C4H8O2, with ωB97M-V with the def2-TZVPD basis set.

Positions of all 14 atoms, in Å:
1 H 1.516 1.355 1.526
2 H -1.410 -0.943 0.610
3 C 0.808 0.531 1.362
4 O -1.445 -0.326 -1.378
5 H 0.650 -2.001 0.332
6 C -0.796 -0.399 -0.119
7 C -0.357 0.944 0.482
8 H -0.149 1.636 -0.367
9 H -1.145 1.400 1.092
10 H -2.238 0.213 -1.272
11 H 0.683 -1.422 -1.374
12 H 1.745 0.397 -0.647
13 C 0.534 -1.144 -0.327
14 O 1.603 -0.241 0.080

The value obtained for the HOMO-LUMO gap is 8.122 eV. The maximum force comes out at 0.008 hartree/bohr. As for the total charge: 0. As for the energy relative to the best compared isomer or geometry (same formula, charge and spin): 111.0 kcal/mol. For the HOMO energy, the calculation gives -7.45 eV. For the LUMO energy, the calculation gives 0.0247 hartree.

***

Q: Which of these has the lowest maximum force?
A: C4H8O2

***

Q: Which formula does entry 6 have?
A: C20H50CuN2O4Si2

***

Q: Among the records above, which one has the highest maximum force?
A: C7H10O